Record 1
C32H30BrFNO5P2RuS | ωB97M-V/def2-TZVPD

```
74
C32H30BrFNO5P2RuS ωB97M-V/def2-TZVPD
Ru 0.070 0.585 -0.610
O 0.927 1.142 3.102
S -0.116 1.858 2.421
O -0.765 2.921 3.109
O 0.192 2.150 1.017
O 0.605 -0.959 0.813
O -3.631 3.385 -3.510
C -3.120 2.632 -2.508
C -3.710 2.580 -1.250
C -3.105 1.801 -0.274
N -2.031 1.100 -0.576
C -1.421 1.180 -1.758
Br 1.586 2.005 -1.864
C -1.931 1.950 -2.777
H -4.397 3.875 -3.192
H -4.594 3.164 -1.024
H -3.467 1.749 0.745
H -1.447 2.061 -3.737
C 2.577 -2.630 -0.418
C 2.242 -2.935 1.056
P 1.599 -1.430 1.845
C 0.870 -1.868 3.424
C 1.330 -1.407 4.651
C 0.696 -1.804 5.817
C -0.405 -2.646 5.762
C -0.884 -3.090 4.537
C -0.247 -2.702 3.370
C 3.083 -0.435 2.059
C 4.101 -0.907 2.886
C 5.291 -0.207 2.996
C 5.476 0.961 2.267
C 4.470 1.425 1.433
C 3.273 0.732 1.332
C 1.367 -2.676 -1.372
P 0.395 -1.195 -1.965
C -1.135 -2.099 -2.415
C -2.256 -1.999 -1.598
C -3.394 -2.745 -1.873
C -3.421 -3.599 -2.964
C -2.301 -3.718 -3.776
C -1.162 -2.977 -3.499
C 1.128 -0.834 -3.591
C 2.506 -0.908 -3.767
C 3.080 -0.536 -4.973
C 2.280 -0.081 -6.010
C 0.906 0.002 -5.839
C 0.332 -0.369 -4.634
H 3.271 -3.403 -0.755
H 3.122 -1.685 -0.499
H 3.110 -3.312 1.598
H 1.468 -3.706 1.105
H 2.151 -0.705 4.695
H 1.051 -1.437 6.770
H -0.904 -2.943 6.675
H -1.755 -3.730 4.490
H -0.633 -3.029 2.411
H 3.973 -1.828 3.445
H 6.073 -0.574 3.647
H 6.405 1.510 2.354
H 4.603 2.335 0.863
H 2.494 1.131 0.699
H 0.606 -3.338 -0.955
H 1.672 -3.131 -2.318
H -2.242 -1.342 -0.737
H -4.261 -2.652 -1.232
H -4.312 -4.174 -3.182
H -2.313 -4.385 -4.628
H -0.297 -3.071 -4.143
H 3.145 -1.239 -2.957
H 4.154 -0.590 -5.097
H 2.727 0.213 -6.951
H 0.278 0.360 -6.644
H -0.741 -0.294 -4.503
F -1.272 0.747 2.278
```

Properties
multiplicity	2
gap between HOMO and LUMO (spin up / spin down)	0.304 / 0.283	Eh
⟨S²⟩	0.758

Okay, here come the Mulliken numbers, in e, for every atom: Ru 0.46; O -0.45; S 0.93; O -0.63; O -0.60; O 0.14; O -0.53; C 1.10; C -0.98; C -0.60; N -0.34; C 0.97; Br -0.50; C -1.15; H 0.30; H 0.33; H 0.46; H 0.54; C -0.75; C -0.92; P -0.03; C 0.76; C -0.13; C -0.85; C -0.47; C -0.81; C -0.64; C 0.99; C -0.84; C -0.84; C -0.57; C -0.87; C 0.00; C -1.67; P 3.05; C 0.20; C -0.47; C -0.87; C -0.55; C -0.80; C -0.43; C -0.04; C -0.26; C -0.66; C -0.57; C -0.99; C -0.48; H 0.50; H 0.26; H 0.55; H 0.60; H 0.51; H 0.41; H 0.38; H 0.42; H 0.22; H 0.46; H 0.42; H 0.39; H 0.50; H 0.28; H 0.72; H 0.71; H 0.24; H 0.45; H 0.40; H 0.43; H 0.42; H 0.20; H 0.44; H 0.39; H 0.41; H 0.65; F -0.28

Record 2
C32H30BrN6O4SSr | ωB97M-V/def2-TZVPD

```
75
C32H30BrN6O4SSr ωB97M-V/def2-TZVPD
Sr 0.491 -0.416 -0.154
Br 2.072 3.095 -0.379
C 0.453 4.081 -0.526
C 0.511 5.420 -0.264
C -0.666 6.193 -0.353
C -1.839 5.604 -0.722
C -1.902 4.217 -1.010
C -3.118 3.622 -1.426
C -3.155 2.289 -1.713
C -1.992 1.498 -1.555
C -0.766 1.978 -1.128
C -0.741 3.393 -0.894
H 1.453 5.881 0.002
H -0.623 7.254 -0.138
H -2.747 6.192 -0.809
H -4.003 4.244 -1.513
H -4.081 1.828 -2.041
H -2.109 0.435 -1.761
C -5.742 -4.128 -4.795
C -4.643 -3.846 -3.806
C -4.497 -4.620 -2.662
C -3.499 -4.346 -1.736
C -2.637 -3.287 -1.957
C -2.761 -2.504 -3.099
C -3.760 -2.787 -4.013
S -1.386 -2.908 -0.752
O -1.830 -1.676 -0.107
O -1.263 -4.072 0.090
N -0.101 -2.497 -1.546
C 1.093 -3.204 -1.492
C 1.187 -4.601 -1.535
C 2.438 -5.169 -1.435
C 3.562 -4.351 -1.304
C 3.368 -2.986 -1.289
N 2.166 -2.413 -1.393
H -6.132 -5.139 -4.675
H -5.387 -4.018 -5.821
H -6.574 -3.433 -4.660
H -5.171 -5.452 -2.492
H -3.375 -4.948 -0.845
H -2.069 -1.689 -3.266
H -3.855 -2.179 -4.906
H 0.291 -5.199 -1.604
H 2.548 -6.246 -1.448
H 4.556 -4.761 -1.199
H 4.209 -2.310 -1.178
O -0.196 0.056 2.266
C -0.071 1.099 2.909
C 0.323 1.068 4.368
C 1.730 1.659 4.644
C 2.290 2.543 3.529
C 1.490 3.816 3.260
C -0.008 3.555 3.046
N -0.290 2.306 2.359
H 0.285 0.024 4.667
H -0.436 1.608 4.938
H 2.422 0.831 4.797
H 1.699 2.223 5.580
H 2.354 1.958 2.608
H 3.318 2.815 3.778
H 1.903 4.306 2.376
H 1.596 4.516 4.096
H -0.456 4.355 2.456
H -0.524 3.542 4.008
H -0.477 2.321 1.361
N 4.916 0.702 0.552
C 3.952 -0.112 1.086
O 2.749 0.167 0.883
C 4.372 -1.218 1.871
C 5.745 -1.513 2.003
N 6.889 -1.679 2.065
C 3.386 -2.042 2.462
N 2.568 -2.706 2.934
H 4.616 1.343 -0.161
H 5.879 0.413 0.566
```

Properties
gap between HOMO and LUMO	0.274	Eh
net charge	-1

Okay, here come the Mulliken numbers, in e, for every atom: Sr 1.53; Br -0.09; C 0.71; C -0.58; C -0.54; C -0.87; C 0.77; C -0.96; C -0.86; C 0.59; C -0.68; C -0.37; H 0.43; H 0.37; H 0.33; H 0.32; H 0.39; H 0.12; C -1.43; C 1.07; C -0.77; C -0.58; C -0.10; C -0.26; C -0.96; S 1.68; O -0.75; O -0.75; N -0.76; C 0.47; C -0.20; C -0.58; C -0.55; C -0.44; N -0.18; H 0.36; H 0.35; H 0.29; H 0.31; H 0.48; H 0.40; H 0.36; H 0.40; H 0.38; H 0.40; H 0.39; O -0.68; C 0.54; C -0.89; C -0.74; C -0.22; C -0.32; C -0.95; N 0.27; H 0.34; H 0.35; H 0.44; H 0.30; H -0.33; H 0.55; H 0.16; H 0.43; H 0.41; H 0.32; H -0.03; N -0.38; C 0.44; O 0.02; C 0.56; C -0.29; N -0.64; C 0.06; N -0.71; H 0.16; H 0.20

Record 3
C32H30F12N2O7PtS | ωB97M-V/def2-TZVPD

```
85
C32H30F12N2O7PtS ωB97M-V/def2-TZVPD
Pt 0.040 0.051 1.115
C 0.014 4.734 -3.541
C 0.513 3.666 -2.608
C 1.111 2.502 -3.075
C 1.562 1.541 -2.199
C 1.422 1.695 -0.809
N 1.813 0.667 0.043
C 2.992 0.038 -0.042
C 4.022 0.639 -0.826
C 5.197 0.002 -1.108
C 5.440 -1.271 -0.591
C 6.708 -2.008 -0.895
C 4.500 -1.813 0.287
C 3.306 -1.196 0.613
C 2.467 -1.844 1.735
O 1.287 -1.298 2.112
C 3.355 -1.811 3.036
F 2.618 -2.077 4.121
F 3.889 -0.590 3.192
F 4.379 -2.695 3.042
C 2.126 -3.339 1.382
F 1.473 -3.396 0.214
F 3.166 -4.192 1.284
F 1.307 -3.856 2.321
C 0.799 2.863 -0.326
C 0.372 3.823 -1.232
C 0.718 3.091 1.196
O 0.400 2.006 1.946
C -0.323 4.201 1.571
F -0.578 4.174 2.879
F 0.087 5.460 1.277
F -1.497 4.018 0.933
C 2.133 3.631 1.617
F 2.567 4.621 0.805
F 3.046 2.648 1.548
F 2.146 4.106 2.868
H 0.582 4.741 -4.470
H -1.037 4.570 -3.790
H 0.095 5.716 -3.075
H 1.232 2.340 -4.140
H 1.980 0.612 -2.560
H 3.842 1.634 -1.205
H 5.937 0.489 -1.732
H 7.092 -1.741 -1.879
H 7.474 -1.753 -0.158
H 6.557 -3.085 -0.852
H 4.753 -2.761 0.733
H -0.075 4.741 -0.884
N -2.360 -3.416 4.274
C -1.919 -2.063 4.619
C -1.475 -1.311 3.368
O -1.000 -0.197 3.398
O -1.680 -1.949 2.231
H -1.597 -4.077 4.361
H -2.095 -2.813 2.440
H -3.112 -3.729 4.870
H -1.093 -2.034 5.332
H -2.744 -1.490 5.041
C -0.602 -2.986 -2.083
C 0.020 -1.750 -1.435
O 1.130 -1.369 -1.773
O -0.752 -1.185 -0.554
H -0.757 -2.791 -3.144
H -1.548 -3.231 -1.605
H 0.097 -3.815 -1.980
C -6.901 -2.554 -1.615
C -5.728 -1.618 -1.511
C -5.318 -1.129 -0.272
C -4.237 -0.268 -0.170
C -3.562 0.112 -1.314
C -3.947 -0.361 -2.556
C -5.029 -1.222 -2.648
S -2.132 1.196 -1.176
C -3.076 2.744 -1.396
O -1.794 1.284 0.292
H -7.600 -2.388 -0.796
H -6.572 -3.595 -1.565
H -7.424 -2.419 -2.561
H -5.859 -1.423 0.620
H -3.897 0.104 0.790
H -3.401 -0.065 -3.445
H -5.331 -1.601 -3.618
H -4.019 2.676 -0.860
H -3.240 2.906 -2.460
H -2.455 3.533 -0.972
```

Properties
multiplicity	5
gap between HOMO and LUMO (spin up / spin down)	0.297 / 0.259	Eh
⟨S²⟩	6.058

Okay, here come the Mulliken numbers, in e, for every atom: Pt 4.18; C -1.57; C 0.59; C -1.36; C -0.36; C 0.43; N 0.64; C 0.95; C -0.34; C -1.28; C 0.24; C -1.70; C -0.53; C -1.19; C 1.12; O -1.52; C 0.75; F -0.21; F -0.23; F -0.25; C 0.30; F -0.11; F -0.27; F -0.26; C -1.67; C -0.26; C 1.97; O -1.03; C 0.07; F -0.26; F -0.29; F -0.09; C 0.31; F -0.29; F -0.14; F -0.28; H 0.43; H 0.22; H 0.41; H 0.41; H 0.65; H 0.64; H 0.43; H 0.41; H 0.31; H 0.41; H 0.55; H 0.50; N -0.64; C -0.35; C 0.66; O -0.67; O -0.30; H 0.21; H 0.35; H 0.22; H 0.34; H 0.39; C -1.51; C 0.45; O -0.53; O -0.93; H 0.35; H 0.26; H 0.40; C -1.49; C 1.04; C -0.89; C -0.54; C 0.22; C -0.59; C -0.77; S 1.06; C -1.12; O -0.79; H 0.38; H 0.28; H 0.39; H 0.37; H 0.43; H 0.46; H 0.38; H 0.44; H 0.36; H 0.25

Record 4
C32H30F4FeGeN3O2Se | ωB97M-V/def2-TZVPD

```
74
C32H30F4FeGeN3O2Se ωB97M-V/def2-TZVPD
Fe -1.662 -1.757 0.954
C -3.909 0.364 -0.143
N -2.808 0.368 0.817
C -1.852 1.402 0.448
C -3.300 0.578 2.184
C -2.370 -0.064 3.212
N -2.251 -1.480 2.909
C -2.711 -2.450 3.712
C -2.746 -3.770 3.191
F -2.350 -3.937 1.906
C -3.180 -4.865 3.889
F -3.182 -6.065 3.281
C -3.622 -4.768 5.200
C -3.594 -3.503 5.746
F -4.000 -3.333 7.023
C -3.159 -2.390 5.057
F -3.154 -1.219 5.745
H -4.451 1.323 -0.129
H -4.603 -0.440 0.094
H -3.523 0.187 -1.145
H -2.323 2.398 0.468
H -1.478 1.199 -0.554
H -1.001 1.396 1.125
H -4.280 0.104 2.270
H -3.419 1.656 2.378
H -2.740 0.152 4.209
H -1.380 0.401 3.124
H -3.966 -5.626 5.754
Se -4.403 -3.473 -2.830
C -3.405 -2.844 -1.493
N -2.764 -2.389 -0.635
O 0.337 -2.523 1.403
C 0.878 -1.564 0.801
O 0.179 -0.647 0.271
C 2.388 -1.522 0.698
C 2.919 -1.127 -0.682
Ge 2.271 0.559 -1.468
C 3.704 1.069 -2.747
C 4.685 0.182 -3.184
C 5.658 0.570 -4.098
C 5.667 1.863 -4.596
C 4.700 2.765 -4.172
C 3.736 2.368 -3.258
C 2.336 2.009 -0.156
C 3.457 2.117 0.666
C 3.550 3.118 1.623
C 2.521 4.037 1.765
C 1.403 3.949 0.949
C 1.312 2.939 0.000
C 0.645 0.463 -2.532
C 0.099 1.595 -3.136
C -1.060 1.508 -3.896
C -1.684 0.281 -4.075
C -1.141 -0.856 -3.496
C 0.009 -0.762 -2.728
H 2.739 -2.512 0.989
H 2.747 -0.803 1.442
H 2.737 -1.939 -1.391
H 4.002 -1.001 -0.620
H 4.693 -0.838 -2.816
H 6.410 -0.140 -4.422
H 6.423 2.169 -5.308
H 4.700 3.779 -4.555
H 3.000 3.094 -2.924
H 4.276 1.413 0.556
H 4.424 3.180 2.260
H 2.587 4.818 2.513
H 0.596 4.663 1.057
H 0.426 2.864 -0.615
H 0.577 2.561 -3.020
H -1.479 2.400 -4.346
H -2.599 0.209 -4.649
H -1.637 -1.811 -3.618
H 0.395 -1.655 -2.251
```

Properties
multiplicity	5
gap between HOMO and LUMO (spin up / spin down)	0.260 / 0.264	Eh
net charge	-1
⟨S²⟩	6.010

Okay, here come the Mulliken numbers, in e, for every atom: Fe 0.20; C -1.32; N 1.29; C -1.47; C -0.91; C -0.83; N -0.06; C 0.34; C 0.58; F -0.32; C 0.02; F -0.32; C -0.60; C 0.14; F -0.34; C 0.10; F -0.36; H 0.33; H 0.43; H 0.21; H 0.40; H 0.17; H 0.35; H 0.46; H 0.30; H 0.47; H 0.25; H 0.47; Se -0.29; C 0.29; N -0.46; O -0.61; C 0.81; O -0.35; C -1.06; C -1.19; Ge 0.87; C 0.14; C -0.33; C -0.68; C -0.45; C -0.71; C -0.18; C 0.50; C -0.52; C -0.65; C -0.49; C -0.67; C 0.10; C 0.20; C 0.24; C -0.65; C -0.62; C -0.69; C -0.20; H 0.44; H 0.28; H 0.63; H 0.39; H 0.30; H 0.39; H 0.36; H 0.39; H 0.20; H 0.36; H 0.40; H 0.36; H 0.41; H 0.10; H 0.11; H 0.40; H 0.41; H 0.53; H 0.20

Record 5
C32H30N3O6PtSi | ωB97M-V/def2-TZVPD

```
73
C32H30N3O6PtSi ωB97M-V/def2-TZVPD
Pt 1.255 0.991 0.308
O 2.771 0.405 1.483
C 4.028 0.201 1.195
C 4.985 0.933 1.939
C 6.342 0.747 1.801
C 6.833 -0.191 0.895
C 5.921 -0.926 0.161
C 4.537 -0.765 0.287
C 3.678 -1.677 -0.483
N 2.551 -1.432 -1.108
C 2.151 -2.624 -1.660
C 3.044 -3.609 -1.366
N 4.022 -2.995 -0.620
H 4.591 1.654 2.644
H 7.028 1.339 2.397
H 7.897 -0.334 0.757
H 6.291 -1.638 -0.569
H 1.240 -2.700 -2.231
H 3.073 -4.658 -1.603
H 4.791 -3.443 -0.157
O 2.435 2.532 -0.312
C 1.959 3.585 -0.748
C 0.587 3.898 -1.032
C 0.322 5.215 -1.427
C -0.948 5.604 -1.755
C -2.015 4.681 -1.729
C -1.785 3.391 -1.369
C -0.481 2.939 -0.988
O -0.351 1.713 -0.675
N -1.194 6.978 -2.147
O -2.320 7.270 -2.519
O -0.240 7.734 -2.239
H 2.680 4.387 -0.953
H 1.126 5.939 -1.474
H -3.007 5.019 -1.992
H -2.583 2.662 -1.328
C -0.500 -3.621 1.812
C -1.494 -2.479 2.052
C -1.138 -1.808 3.387
C -2.922 -3.019 2.170
Si -1.270 -1.146 0.706
O 0.162 -0.499 1.014
C -2.684 0.099 0.913
C -3.888 0.014 0.214
C -4.913 0.932 0.420
C -4.751 1.956 1.342
C -3.558 2.062 2.047
C -2.540 1.145 1.830
C -1.463 -1.884 -1.038
C -2.067 -3.115 -1.307
C -2.185 -3.611 -2.601
C -1.697 -2.877 -3.671
C -1.089 -1.652 -3.433
C -0.974 -1.168 -2.138
H -0.547 -4.343 2.638
H 0.520 -3.236 1.753
H -0.703 -4.162 0.885
H -1.187 -2.547 4.197
H -1.839 -1.004 3.630
H -0.133 -1.384 3.358
H -2.990 -3.707 3.023
H -3.250 -3.569 1.286
H -3.639 -2.212 2.339
H -4.027 -0.778 -0.516
H -5.837 0.848 -0.140
H -5.546 2.675 1.504
H -3.419 2.868 2.758
H -1.600 1.247 2.364
H -2.449 -3.719 -0.495
H -2.655 -4.573 -2.770
H -1.782 -3.260 -4.681
H -0.689 -1.075 -4.259
H -0.474 -0.225 -1.975
```

Properties
gap between HOMO and LUMO	0.245	Eh
net charge	-1

Okay, here come the Mulliken numbers, in e, for every atom: Pt 1.80; O -0.82; C 0.40; C -0.34; C -0.44; C -0.69; C -0.81; C 0.27; C 0.26; N -0.13; C -0.23; C -0.73; N -0.11; H 0.41; H 0.36; H 0.37; H 0.41; H 0.31; H 0.43; H 0.25; O -0.52; C -0.15; C 0.78; C -0.52; C -0.49; C -0.55; C -0.40; C 0.27; O -0.93; N 1.00; O -0.64; O -0.64; H 0.30; H 0.49; H 0.49; H 0.41; C -1.71; C 1.98; C -1.79; C -1.67; Si -0.39; O -0.75; C 0.62; C -0.17; C -0.65; C -0.57; C -0.64; C -0.22; C 1.25; C -0.28; C -0.75; C -0.54; C -0.56; C -0.47; H 0.51; H 0.22; H 0.29; H 0.53; H 0.31; H 0.24; H 0.52; H 0.24; H 0.29; H 0.32; H 0.40; H 0.36; H 0.41; H 0.31; H 0.01; H 0.41; H 0.35; H 0.39; H 0.31

Record 6
C32H30N3O7RhSb | ωB97M-V/def2-TZVPD

```
74
C32H30N3O7RhSb ωB97M-V/def2-TZVPD
Rh -0.084 0.255 0.114
N 1.498 -0.573 -1.491
C 1.075 -1.911 -1.890
C 0.309 -2.613 -0.750
O 0.504 -3.802 -0.533
N -0.608 -1.834 -0.152
C -1.359 -2.416 0.900
C -1.656 -1.375 2.086
O -2.119 -1.888 3.084
O -1.462 -0.179 1.807
H 1.830 -0.038 -2.287
H 2.251 -0.660 -0.810
H 1.929 -2.551 -2.145
H 0.415 -1.840 -2.760
H -0.860 -3.304 1.310
H -2.377 -2.692 0.591
O 4.611 4.807 3.127
C 3.697 5.200 2.427
O 3.328 6.290 2.016
C 2.753 4.008 1.881
C 1.753 4.311 0.969
C 1.050 3.273 0.388
N 1.281 2.001 0.698
C 2.206 1.720 1.607
C 2.973 2.693 2.236
C 2.470 0.203 1.914
O 3.511 -0.068 2.482
O 1.578 -0.560 1.487
H 1.568 5.341 0.707
H 0.305 3.460 -0.380
H 3.738 2.396 2.937
C -1.512 4.480 -3.119
C -2.845 3.849 -3.385
C -3.785 4.517 -4.161
C -5.028 3.968 -4.415
C -5.346 2.727 -3.892
C -4.416 2.052 -3.121
C -3.171 2.601 -2.862
Sb -1.877 1.361 -1.558
C -2.063 -0.308 -2.961
C -2.551 -1.541 -2.560
C -2.531 -2.639 -3.403
C -2.015 -2.512 -4.678
C -1.516 -1.289 -5.088
C -1.521 -0.185 -4.244
C -0.932 1.105 -4.726
C -3.447 1.323 -0.063
C -4.005 0.129 0.358
C -4.833 0.070 1.465
C -5.118 1.228 2.162
C -4.587 2.430 1.734
C -3.740 2.496 0.635
C -3.153 3.818 0.242
H -1.422 5.426 -3.648
H -0.705 3.823 -3.440
H -1.389 4.671 -2.054
H -3.537 5.488 -4.569
H -5.747 4.507 -5.017
H -6.315 2.286 -4.080
H -4.663 1.080 -2.707
H -2.936 -1.673 -1.562
H -2.905 -3.592 -3.055
H -1.990 -3.362 -5.346
H -1.102 -1.189 -6.082
H -0.513 0.993 -5.724
H -0.141 1.436 -4.049
H -1.699 1.878 -4.757
H -3.777 -0.790 -0.159
H -5.221 -0.883 1.796
H -5.738 1.191 3.047
H -4.813 3.338 2.278
H -3.540 4.615 0.873
H -3.399 4.048 -0.795
H -2.067 3.795 0.352
```

Properties
multiplicity	5
gap between HOMO and LUMO (spin up / spin down)	0.257 / 0.151	Eh
net charge	-1
⟨S²⟩	6.028

Okay, here come the Mulliken numbers, in e, for every atom: Rh -0.47; N -0.31; C -0.32; C 0.44; O -0.63; N 0.59; C -0.91; C 0.54; O -0.72; O -0.61; H 0.22; H 0.23; H 0.38; H -0.02; H 0.43; H 0.38; O -0.69; C 0.47; O -0.71; C 0.27; C -1.00; C -0.26; N 0.14; C 0.70; C -0.81; C 0.12; O -0.72; O -0.46; H 0.51; H 0.50; H 0.58; C -1.10; C 1.21; C -0.59; C -0.62; C -0.89; C -0.72; C 0.25; Sb 1.62; C 1.30; C -0.70; C -1.09; C -0.80; C -0.81; C 0.72; C -1.22; C 1.03; C -0.55; C -0.91; C -0.82; C -0.84; C 0.32; C -0.97; H 0.45; H 0.14; H 0.14; H 0.37; H 0.37; H 0.42; H 0.33; H 0.42; H 0.44; H 0.38; H 0.38; H 0.51; H 0.12; H 0.16; H 0.65; H 0.48; H 0.37; H 0.41; H 0.51; H 0.11; H 0.15

Calculated values (eV) of relative energy (zero: lowest compared OMol25 entry of this formula, charge and spin) for the records, taken in order: 0.000; 0.034; 0.432; 0.210; 1.234; 1.409.
Calculated values (eV Å⁻¹) of max |F| for the records, taken in order: 1.96; 0.92; 1.05; 0.49; 1.29; 2.57.